(1)
Density functional theory data (ωB97M-V with the def2-TZVPD basis set) for a cluster of 5 separate species, C26H55BNO15 in total.

Computed properties:
**F_max**: 0.58 eV/A
**Multiplicity**: 1
**Net charge**: +1
**E_HOMO**: -12.4 eV

Each line ends with the Löwdin charge.
Cartesian coordinates (Å):
C: -0.227 -0.002 -2.523  -0.1055
C: 0.081 -0.666 -3.865  -0.2249
C: 1.548 -1.087 -4.082  -0.1955
C: 2.323 -1.478 -2.820  -0.2225
C: 1.778 -2.750 -2.164  -0.1797
C: 2.731 -3.489 -1.200  -0.1778
C: 3.836 -2.675 -0.527  -0.1257
C: 3.461 -1.772 0.661  -0.1649
C: 2.138 -1.978 1.419  -0.0445
C: 1.646 -0.566 1.777  -0.1927
C: 0.115 -0.505 2.025  -0.1683
O: -0.405 -1.760 2.379  -0.1791
C: -1.269 -2.349 1.420  -0.0815
C: 2.079 0.243 0.541  -0.0955
B: 1.882 1.838 0.517  -0.4353
C: 3.059 2.857 0.352  0.0247
O: 0.594 2.319 0.639  0.1359
N: 3.470 -0.269 0.353  -0.0337
O: 4.368 0.300 1.285  0.0606
H: -1.293 0.219 -2.456  0.0770
H: 0.313 0.945 -2.415  0.0822
H: 0.018 -0.637 -1.666  0.0321
H: -0.183 0.054 -4.644  0.1033
H: -0.584 -1.519 -4.019  0.1112
H: 1.569 -1.958 -4.744  0.1128
H: 2.087 -0.298 -4.613  0.1125
H: 3.364 -1.647 -3.117  0.1159
H: 2.319 -0.632 -2.121  0.0787
H: 1.536 -3.438 -2.980  0.1205
H: 0.826 -2.557 -1.661  0.0912
H: 3.219 -4.299 -1.746  0.1187
H: 2.150 -3.984 -0.417  0.1081
H: 4.564 -3.381 -0.123  0.1253
H: 4.394 -2.090 -1.266  0.1117
H: 4.272 -1.855 1.380  0.1520
H: 2.320 -2.573 2.310  0.1446
H: 1.385 -2.456 0.793  0.1047
H: 2.131 -0.180 2.678  0.1446
H: -0.080 0.181 2.856  0.1366
H: -0.400 -0.104 1.142  0.1195
H: -0.898 -2.196 0.398  0.0783
H: -2.281 -1.943 1.505  0.1001
H: -1.279 -3.420 1.616  0.0909
H: 1.475 -0.190 -0.269  0.1331
H: 3.285 3.304 1.330  0.0753
H: 2.719 3.679 -0.284  0.0896
H: 3.990 2.471 -0.066  0.0672
H: 0.276 2.395 1.548  0.1251
H: 3.869 -0.039 -0.560  0.1897
H: 3.911 1.020 1.755  0.0930
C: -5.891 5.299 -1.898  -0.0189
O: -5.416 4.262 -1.024  0.0164
C: -4.110 4.057 -1.072  -0.6188
O: -3.317 4.637 -1.769  0.1103
O: -3.796 3.063 -0.234  0.0141
C: -2.410 2.722 -0.274  -0.0485
H: -6.964 5.340 -1.741  0.0969
H: -5.432 6.251 -1.641  0.0994
H: -5.669 5.053 -2.934  0.0983
H: -1.797 3.548 0.083  0.0935
H: -2.116 2.474 -1.291  0.0808
H: -2.293 1.856 0.373  0.0860
C: 2.852 4.849 4.244  -0.0214
O: 3.201 4.000 5.342  0.0279
C: 3.446 2.738 5.036  -0.6161
O: 3.383 2.256 3.924  0.0857
O: 3.771 2.086 6.138  0.0273
C: 4.075 0.697 5.970  -0.0210
H: 2.690 5.831 4.676  0.1017
H: 3.664 4.888 3.520  0.0964
H: 1.940 4.497 3.764  0.0928
H: 4.927 0.571 5.303  0.0985
H: 3.211 0.163 5.577  0.0924
H: 4.319 0.332 6.962  0.1010
C: -2.718 1.667 -8.542  -0.0322
O: -1.973 1.771 -7.322  -0.0027
C: -2.408 2.722 -6.496  -0.6276
O: -3.339 3.456 -6.693  0.1308
O: -1.634 2.720 -5.410  -0.0090
C: -1.993 3.706 -4.431  -0.0384
H: -2.251 0.862 -9.101  0.0934
H: -3.759 1.429 -8.334  0.0981
H: -2.664 2.598 -9.102  0.0989
H: -3.012 3.556 -4.087  0.0846
H: -1.895 4.710 -4.840  0.1045
H: -1.301 3.569 -3.606  0.0833
C: -3.028 -4.059 3.795  -0.0624
O: -3.880 -4.776 4.687  0.0088
C: -3.798 -6.104 4.559  -0.6251
O: -3.085 -6.683 3.781  0.1206
O: -4.629 -6.661 5.428  0.0106
C: -4.648 -8.095 5.399  -0.0279
H: -3.189 -3.006 4.005  0.0963
H: -1.985 -4.318 3.973  0.0978
H: -3.290 -4.283 2.762  0.0915
H: -3.664 -8.492 5.635  0.0980
H: -4.961 -8.450 4.420  0.0984
H: -5.367 -8.390 6.157  0.0955

---

(2)
Density functional theory data (ωB97M-V with the def2-TZVPD basis set) for a cluster of 11 separate species, C26H56Br14N4O4 in total.

Computed properties:
**F_max**: 3.46 eV/A
**Multiplicity**: 1
**Net charge**: 0
**E_HOMO**: -9.2 eV
**SMILES string**: CN(C)C=O.CN(C)C=O.CN(C)C=O.CN(C)C=O.BrCCBr.BrCCBr.BrCCBr.BrCCBr.BrCCBr.BrCCBr.BrCCBr

Each line ends with the Löwdin charge.
Cartesian coordinates (Å):
C: -0.678 0.557 1.229  -0.1145
N: -0.703 -0.474 0.186  -0.1793
C: -1.989 -0.763 -0.383  -0.0989
C: 0.429 -1.111 -0.171  -0.3182
O: 1.489 -1.003 0.513  -0.0621
H: -1.162 1.410 0.752  0.0557
H: 0.331 0.838 1.531  0.0633
H: -1.242 0.249 2.109  0.0296
H: -2.635 0.102 -0.237  0.0370
H: -2.023 -1.085 -1.424  0.0666
H: -2.296 -1.563 0.291  0.0407
H: 0.338 -1.637 -1.134  0.0808
C: 1.246 6.404 -1.151  -0.0348
N: 0.475 5.206 -0.758  -0.1825
C: 1.181 4.094 -0.223  -0.0526
C: -0.856 5.360 -0.662  -0.3040
O: -1.692 4.565 -0.168  -0.0578
H: 1.822 6.791 -0.310  0.0933
H: 0.569 7.211 -1.430  0.0783
H: 1.865 6.197 -2.024  0.0905
H: 0.582 3.247 0.115  0.0726
H: 1.848 3.765 -1.019  0.0778
H: 1.856 4.313 0.604  0.0926
H: -1.096 6.345 -1.091  0.1274
C: 2.657 0.758 3.656  -0.0685
N: 2.598 2.032 4.322  -0.1956
C: 1.528 2.059 5.275  -0.0595
C: 3.479 2.965 3.926  -0.3188
O: 3.644 3.988 4.601  -0.0175
H: 3.196 0.863 2.715  0.0859
H: 1.672 0.482 3.279  0.0660
H: 3.103 0.009 4.309  0.0973
H: 1.442 3.089 5.623  0.0924
H: 0.606 1.685 4.831  0.0503
H: 1.759 1.353 6.073  0.0976
H: 4.024 2.764 2.990  0.1346
C: 3.924 -4.100 -4.884  -0.0578
N: 3.010 -4.000 -3.765  -0.1604
C: 3.124 -5.059 -2.696  -0.0401
C: 2.187 -2.953 -3.599  -0.3513
O: 1.461 -2.861 -2.604  -0.0842
H: 4.662 -3.300 -4.819  0.0784
H: 3.384 -3.813 -5.786  0.0863
H: 4.439 -5.053 -5.010  0.0959
H: 2.721 -6.007 -3.053  0.0875
H: 4.154 -5.334 -2.469  0.0385
H: 2.728 -4.700 -1.747  0.0771
H: 2.338 -2.236 -4.421  0.0954
Br: 4.059 1.034 -1.728  0.6502
C: 4.924 -0.660 -2.184  -0.6485
C: 5.117 -1.455 -0.917  -0.6063
Br: 5.991 -3.278 -1.250  0.5595
H: 5.807 -0.365 -2.751  0.0594
H: 4.211 -1.237 -2.774  0.0330
H: 4.143 -1.714 -0.501  0.0372
H: 5.669 -0.948 -0.126  0.0542
Br: -2.522 -6.830 0.984  0.5463
C: -3.356 -5.102 0.401  -0.6357
C: -2.860 -4.614 -0.929  -0.6580
Br: -0.869 -4.493 -1.104  0.6360
H: -3.180 -4.321 1.141  0.0241
H: -4.423 -5.319 0.435  0.0586
H: -3.348 -3.652 -1.086  0.0394
H: -3.102 -5.271 -1.764  0.0412
Br: -4.491 -0.080 1.836  0.6040
C: -5.188 1.821 2.081  -0.5748
C: -4.326 2.736 1.179  -0.6960
Br: -5.039 4.584 1.241  0.5911
H: -4.995 2.162 3.098  0.0456
H: -6.261 1.864 1.892  0.0547
H: -4.358 2.437 0.131  0.0477
H: -3.271 2.850 1.428  -0.0544
Br: -1.391 -2.596 3.121  0.5998
C: 0.214 -3.768 2.685  -0.6095
C: 1.514 -3.104 3.104  -0.5986
Br: 1.777 -3.457 5.108  0.5130
H: 0.295 -3.946 1.613  0.0163
H: 0.120 -4.744 3.160  0.0469
H: 1.333 -2.045 2.919  0.0116
H: 2.405 -3.450 2.581  0.0679
Br: -6.481 0.028 -5.171  0.5052
C: -5.313 -1.612 -4.659  -0.6191
C: -3.937 -1.152 -4.238  -0.6066
Br: -2.843 -2.862 -4.134  0.6279
H: -5.309 -2.255 -5.540  0.0428
H: -5.794 -2.178 -3.862  0.0558
H: -3.958 -0.649 -3.271  0.0558
H: -3.468 -0.431 -4.906  0.0535
Br: -3.327 6.193 4.484  0.5710
C: -1.950 5.036 5.337  -0.6564
C: -1.970 3.519 4.948  -0.5689
Br: -1.276 3.234 3.066  0.7099
H: -2.110 5.028 6.415  0.0540
H: -0.898 5.271 5.178  0.0544
H: -2.944 3.044 5.060  0.0513
H: -1.362 2.986 5.680  0.0484
Br: 0.202 -0.790 -5.674  0.5757
C: -0.322 -0.069 -3.879  -0.6364
C: 0.888 0.530 -3.139  -0.6907
Br: 1.694 1.910 -4.294  0.5652
H: -0.640 -0.959 -3.336  -0.0022
H: -1.092 0.694 -3.994  0.0593
H: 1.549 -0.248 -2.758  0.0155
H: 0.562 1.042 -2.233  0.0482

---

(3)
Density functional theory data (ωB97M-V with the def2-TZVPD basis set) for a cluster of 12 separate species, C26H56Cl4N4O26 in total.

Computed properties:
**F_max**: 6.46 eV/A
**Multiplicity**: 1
**Net charge**: 0
**E_HOMO**: -10.3 eV
**SMILES string**: C[N+](=O)[O-].C[N+](=O)[O-].C[N+](=O)[O-].C[N+](=O)[O-].COC(=O)OC.COC(=O)OC.COC(=O)OC.COC(=O)OC.COC(=O)OC.COC(=O)OC.ClCCCl.ClCCCl

Each line ends with the Löwdin charge.
Cartesian coordinates (Å):
C: 0.173 -4.507 1.494  0.0368
N: -0.483 -5.213 0.420  -0.4542
O: -1.449 -5.866 0.628  0.1073
O: 0.039 -5.081 -0.689  0.0252
H: 0.355 -3.486 1.159  0.0844
H: 1.146 -4.985 1.610  0.1242
H: -0.475 -4.447 2.368  0.1028
C: 1.697 1.563 4.609  0.0658
N: 1.179 1.645 3.194  -0.4197
O: 1.945 1.449 2.303  0.0279
O: -0.030 1.863 3.028  0.0433
H: 2.139 2.534 4.836  0.1055
H: 2.435 0.805 4.348  0.0932
H: 1.004 1.171 5.354  0.0996
C: -2.239 4.714 1.535  0.0692
N: -1.102 3.857 1.000  -0.4078
O: -0.049 4.367 0.814  0.0898
O: -1.363 2.709 0.642  -0.0194
H: -2.272 4.512 2.606  0.0958
H: -3.156 4.398 1.036  0.0894
H: -1.961 5.764 1.453  0.0896
C: 5.550 -1.592 -0.726  0.0330
N: 6.715 -1.451 0.239  -0.4429
O: 7.406 -2.424 0.521  0.0472
O: 6.942 -0.341 0.617  0.0636
H: 5.915 -1.182 -1.668  0.0829
H: 4.739 -0.971 -0.346  0.0162
H: 5.285 -2.639 -0.869  0.0857
C: -1.166 8.470 -0.696  -0.0785
O: -0.745 7.316 -1.341  0.0012
C: -1.637 6.340 -1.595  -0.5067
O: -2.811 6.297 -1.174  0.0766
O: -0.993 5.379 -2.352  -0.0278
C: -1.605 4.181 -2.904  -0.0269
H: -0.385 9.153 -0.363  0.0934
H: -1.574 8.292 0.299  0.0900
H: -1.825 9.070 -1.323  0.1042
H: -2.601 4.393 -3.293  0.0989
H: -1.590 3.379 -2.166  0.0252
H: -1.052 3.797 -3.762  0.0943
C: 6.961 1.576 -3.459  -0.1236
O: 6.345 2.428 -2.619  -0.0396
C: 5.267 2.046 -1.739  -0.3970
O: 4.609 0.998 -1.903  0.0575
O: 4.980 3.058 -0.854  -0.0159
C: 3.875 2.924 0.079  -0.0188
H: 6.471 0.603 -3.499  0.0874
H: 8.005 1.499 -3.157  0.0975
H: 6.981 2.009 -4.459  0.0956
H: 3.705 3.938 0.440  0.0975
H: 4.106 2.294 0.938  0.0854
H: 2.990 2.536 -0.425  0.0864
C: 0.936 -1.953 3.565  -0.0828
O: 1.936 -2.949 3.688  -0.0192
C: 1.693 -4.038 4.440  -0.5253
O: 0.579 -4.300 5.003  0.0610
O: 2.785 -4.808 4.309  -0.0149
C: 2.839 -6.050 4.947  -0.0450
H: 1.252 -1.148 2.901  0.0188
H: 0.763 -1.413 4.496  0.0907
H: -0.013 -2.430 3.319  0.0870
H: 3.097 -5.775 5.969  0.1045
H: 3.664 -6.613 4.510  0.0988
H: 1.900 -6.588 4.820  0.1015
C: -3.448 0.615 2.642  -0.0276
O: -3.738 1.518 3.728  0.0030
C: -4.289 2.704 3.397  -0.6113
O: -4.615 3.028 2.257  0.0838
O: -4.577 3.339 4.492  0.0100
C: -5.604 4.338 4.568  -0.0156
H: -4.318 0.407 2.018  0.0971
H: -3.078 -0.342 3.010  0.0925
H: -2.689 1.055 1.996  0.0652
H: -5.549 5.125 3.816  0.0916
H: -5.421 4.879 5.497  0.0951
H: -6.589 3.876 4.496  0.1034
C: -4.008 1.572 -1.773  -0.0739
O: -4.768 1.567 -2.964  -0.0362
C: -5.866 0.716 -3.101  -0.5140
O: -6.269 -0.114 -2.289  0.0967
O: -6.394 0.940 -4.324  -0.0165
C: -7.691 0.387 -4.766  -0.0124
H: -3.385 0.679 -1.715  0.0454
H: -4.792 1.582 -1.016  0.0959
H: -3.437 2.474 -1.552  0.0664
H: -7.616 0.298 -5.850  0.0879
H: -8.557 0.999 -4.514  0.0893
H: -7.946 -0.613 -4.415  0.0867
C: 1.691 -3.302 -3.334  0.0221
O: 2.237 -4.635 -3.184  0.0505
C: 2.721 -5.073 -2.114  -0.6287
O: 3.073 -4.416 -1.085  0.0378
O: 2.964 -6.376 -2.290  0.0181
C: 3.948 -6.971 -1.459  -0.0632
H: 0.871 -3.359 -4.050  0.0906
H: 2.463 -2.673 -3.777  0.1043
H: 1.306 -2.891 -2.401  0.0630
H: 3.955 -6.668 -0.412  0.0856
H: 4.991 -6.717 -1.647  0.0923
H: 3.924 -8.060 -1.510  0.0935
Cl: -1.864 -2.532 -1.686  0.6316
C: -2.218 -3.324 -3.185  -0.6979
C: -3.518 -4.068 -3.165  -0.5996
Cl: -4.078 -4.604 -4.837  0.4896
H: -1.399 -4.032 -3.316  0.0572
H: -2.030 -2.593 -3.971  0.0759
H: -4.335 -3.455 -2.785  0.0607
H: -3.568 -4.965 -2.547  0.0742
Cl: -0.748 0.808 -1.615  0.6276
C: 0.198 0.481 -0.163  -0.5803
C: 1.175 -0.806 -0.530  -0.5721
Cl: 2.411 -1.117 0.706  0.6683
H: -0.560 0.232 0.580  0.0494
H: 0.711 1.411 0.080  0.0323
H: 1.780 -0.617 -1.417  0.0503
H: 0.714 -1.783 -0.679  -0.0009

---

(4)
Density functional theory data (ωB97M-V with the def2-TZVPD basis set) for a cluster of 4 separate species, C26H56F2N2O12S3 in total.

Computed properties:
**F_max**: 1.76 eV/A
**Multiplicity**: 1
**Net charge**: 0
**E_HOMO**: -8.8 eV
**SMILES string**: O=S(=O)(F)N(F)CCCSC(=S)N1CCOCC1.COCCOCCOC.COCCOCCOC.COCCOCCOC

Each line ends with the Löwdin charge.
Cartesian coordinates (Å):
O: -0.577 4.938 -0.493  -0.2279
S: 0.094 4.284 0.563  0.6027
O: 0.281 5.084 1.696  -0.2135
F: 1.497 3.818 0.133  -0.0940
N: -0.716 2.868 1.038  -0.1657
F: 0.090 1.748 0.886  -0.0289
C: -1.993 2.680 0.354  -0.1649
C: -1.904 2.314 -1.145  -0.2405
C: -2.784 1.116 -1.504  -0.4643
S: -2.389 0.499 -3.174  0.9060
C: -0.747 -0.151 -2.990  -1.1592
S: 0.171 -0.224 -4.321  0.7079
N: -0.410 -0.590 -1.709  -0.1922
C: 0.989 -0.332 -1.368  -0.1884
C: 1.393 -1.032 -0.081  -0.1809
O: 1.293 -2.434 -0.341  -0.1298
C: -0.097 -2.689 -0.358  -0.1910
C: -0.822 -2.002 -1.506  -0.1270
H: -2.572 3.589 0.466  0.1304
H: -2.496 1.881 0.896  0.1273
H: -0.887 2.184 -1.502  0.0941
H: -2.297 3.163 -1.703  0.1061
H: -2.601 0.310 -0.797  0.0636
H: -3.841 1.369 -1.507  0.0813
H: 1.143 0.734 -1.198  0.1110
H: 1.704 -0.653 -2.127  0.0973
H: 0.763 -0.752 0.764  0.1176
H: 2.450 -0.830 0.072  0.1313
H: -0.235 -3.762 -0.476  0.1305
H: -0.554 -2.404 0.594  0.1205
H: -1.880 -1.985 -1.229  0.1179
H: -0.759 -2.572 -2.436  0.1230
C: -0.160 7.536 -2.825  -0.1080
O: -0.001 7.001 -4.123  -0.1935
C: -0.177 5.594 -4.190  -0.1919
C: -0.948 5.181 -5.426  -0.1766
O: -2.325 5.530 -5.429  -0.1199
C: -2.684 6.900 -5.510  -0.1842
C: -2.396 7.570 -6.838  -0.1983
O: -1.005 7.736 -7.057  -0.1974
C: -0.581 7.403 -8.361  -0.1146
H: 0.776 7.465 -2.263  0.0887
H: -0.430 8.588 -2.927  0.0873
H: -0.961 7.032 -2.277  0.0757
H: -0.689 5.218 -3.299  0.1080
H: 0.821 5.138 -4.235  0.1297
H: -0.936 4.088 -5.459  0.1281
H: -0.453 5.519 -6.337  0.1137
H: -2.262 7.468 -4.680  0.1146
H: -3.769 6.916 -5.374  0.1269
H: -2.856 8.566 -6.833  0.1264
H: -2.853 6.983 -7.642  0.1227
H: -1.064 6.487 -8.718  0.0864
H: 0.494 7.226 -8.324  0.0880
H: -0.783 8.224 -9.057  0.0869
C: -5.106 -7.428 1.991  -0.1107
O: -4.103 -6.941 2.856  -0.1982
C: -2.792 -6.993 2.320  -0.1957
C: -1.994 -5.753 2.668  -0.1779
O: -2.403 -4.558 2.017  -0.1322
C: -3.667 -4.002 2.348  -0.1814
C: -3.779 -3.427 3.745  -0.1986
O: -3.765 -4.438 4.737  -0.1970
C: -2.948 -4.145 5.851  -0.1107
H: -5.198 -8.516 2.077  0.0875
H: -6.051 -6.973 2.288  0.0877
H: -4.913 -7.155 0.949  0.0857
H: -2.814 -7.117 1.232  0.1227
H: -2.288 -7.864 2.758  0.1284
H: -0.970 -5.924 2.323  0.1261
H: -1.930 -5.611 3.748  0.1141
H: -4.473 -4.707 2.143  0.1149
H: -3.801 -3.171 1.648  0.1240
H: -4.734 -2.892 3.826  0.1274
H: -2.967 -2.709 3.905  0.1225
H: -1.997 -3.696 5.544  0.0866
H: -2.730 -5.085 6.357  0.0888
H: -3.466 -3.478 6.548  0.0880
C: 5.583 0.386 4.605  -0.1125
O: 5.332 -0.515 3.547  -0.2005
C: 6.457 -0.783 2.727  -0.1972
C: 6.535 -2.246 2.341  -0.1818
O: 6.869 -3.139 3.392  -0.1188
C: 5.940 -3.340 4.445  -0.1830
C: 4.677 -4.082 4.062  -0.1994
O: 3.840 -3.300 3.229  -0.1976
C: 3.293 -3.999 2.128  -0.0996
H: 5.483 1.421 4.264  0.0868
H: 4.841 0.200 5.382  0.0870
H: 6.575 0.233 5.041  0.0859
H: 7.388 -0.488 3.223  0.1226
H: 6.349 -0.188 1.810  0.1265
H: 7.352 -2.343 1.622  0.1284
H: 5.631 -2.569 1.822  0.1132
H: 5.709 -2.402 4.953  0.1142
H: 6.469 -3.961 5.173  0.1276
H: 4.117 -4.314 4.977  0.1261
H: 4.948 -5.025 3.575  0.1233
H: 4.035 -4.654 1.660  0.0901
H: 2.978 -3.263 1.390  0.0704
H: 2.421 -4.583 2.441  0.0874

---

Taking the records one at a time from the top gives electronic energy values of -60726.554, -1022614.634, -137140.480, -93351.287 eV.
Taking the records one at a time from the top gives E_LUMO values of -2.47, 0.02, -0.19, -0.22 eV.
Taking the records one at a time from the top gives frontier orbital gap values of 9.911, 9.171, 10.130, 8.556 eV.